(1)
Entry from the OMol25 dataset: a structure of composition C30H81N7O8 (ωB97M-V with the def2-TZVPD basis set).

```
126
Properties=species:S:1:pos:R:3
C 1.89 -1.48 -2.84
O 1.15 -1.10 -3.93
C 0.04 -1.88 -4.35
C -1.24 -1.74 -3.33
N -1.42 -0.41 -2.86
C -2.20 0.46 -3.85
C -1.36 1.15 -4.89
O -0.46 2.22 -4.51
C 0.90 2.07 -4.92
H 1.28 -1.64 -1.95
H 2.53 -0.64 -2.57
H 2.60 -2.29 -3.00
H 0.41 -2.89 -4.53
H -0.19 -1.47 -5.33
H -1.06 -2.26 -2.39
H -2.13 -2.16 -3.80
H -0.61 0.13 -2.57
H -2.66 1.30 -3.32
H -3.02 -0.13 -4.26
H -2.04 1.68 -5.57
H -0.87 0.49 -5.61
H 1.27 3.04 -5.26
H 0.89 1.33 -5.72
H 1.61 1.70 -4.18
C -3.39 -3.15 -2.52
C -3.82 -1.87 -1.83
C -3.04 -1.60 -0.49
O -3.62 -0.54 0.19
C -3.02 -0.17 1.45
N -3.66 -0.78 -2.79
H -3.20 -3.90 -1.74
H -2.46 -2.98 -3.06
H -4.19 -3.61 -3.11
H -4.87 -2.01 -1.55
H -1.96 -1.47 -0.60
H -3.29 -2.45 0.14
H -1.93 -0.14 1.40
H -3.08 -1.11 1.99
H -3.49 0.62 2.03
H -3.91 -0.02 -2.18
H -2.69 -0.49 -2.85
C -0.19 5.96 -1.01
C -0.55 5.86 0.50
C -1.86 4.99 0.68
O -1.58 3.62 0.24
C -2.75 2.86 0.59
N 0.53 5.24 1.24
H 0.72 6.56 -1.07
H -0.95 6.55 -1.53
H 0.11 4.98 -1.39
H -0.76 6.86 0.86
H -2.73 5.43 0.19
H -2.13 4.85 1.73
H -2.64 1.81 0.31
H -3.69 3.12 0.12
H -2.86 2.90 1.67
H 0.33 5.13 2.22
H 0.35 4.30 0.92
C 2.18 -2.77 5.01
C 2.80 -1.92 3.78
C 1.81 -1.29 2.73
O 1.06 -0.16 3.29
C 0.13 0.23 2.30
N 3.81 -1.00 4.11
H 1.74 -3.70 4.66
H 1.40 -2.10 5.38
H 2.99 -3.15 5.64
H 3.23 -2.77 3.25
H 1.12 -1.98 2.26
H 2.37 -1.01 1.83
H 0.61 0.62 1.40
H -0.31 1.07 2.83
H -0.70 -0.40 1.99
H 3.45 -0.05 4.04
H 4.10 -1.02 5.07
C -0.71 -3.24 1.58
C -1.28 -3.16 3.01
C -2.36 -4.22 3.36
O -3.57 -4.28 2.47
C -4.56 -5.25 2.92
N -0.12 -3.22 3.89
H -0.47 -4.28 1.35
H 0.26 -2.79 1.35
H -1.39 -2.90 0.80
H -1.66 -2.17 3.23
H -2.74 -3.70 4.24
H -1.96 -5.22 3.50
H -5.37 -5.15 2.19
H -5.00 -5.02 3.90
H -4.24 -6.29 2.90
H 0.61 -3.70 3.38
H -0.38 -3.85 4.63
C 6.31 0.92 -0.29
C 5.42 1.72 0.62
C 3.89 1.42 0.50
O 3.25 1.56 -0.66
C 2.95 2.93 -1.10
N 5.90 1.47 2.00
H 6.07 -0.14 -0.39
H 7.33 1.08 0.05
H 6.12 1.51 -1.19
H 5.41 2.79 0.41
H 3.38 1.94 1.32
H 3.68 0.36 0.67
H 2.24 3.51 -0.51
H 2.47 2.81 -2.07
H 3.91 3.40 -1.29
H 6.86 1.60 2.30
H 5.60 0.53 2.24
C 0.55 1.92 -1.74
C 0.06 1.77 -0.24
C -0.61 0.38 -0.08
O 0.53 -0.62 -0.09
C 0.00 -1.97 0.16
N 1.15 1.89 0.60
H 1.00 2.91 -1.78
H -0.40 1.88 -2.28
H 1.28 1.15 -1.97
H -0.68 2.57 -0.13
H -1.33 0.23 -0.88
H -1.11 0.42 0.89
H -0.49 -2.36 -0.73
H -0.81 -2.16 0.86
H 0.76 -2.70 0.42
H 1.99 1.41 0.32
H 1.44 2.86 0.55
```

HOMO-LUMO gap: 8.0178 eV
Relative energy (zero: lowest compared OMol25 entry of this formula, charge and spin): 554.32 kcal/mol
Spin multiplicity: 1

***

(2)
Entry from the OMol25 dataset: a cluster of 8 separate species, C30H82N6O8 in total (ωB97M-V with the def2-TZVPD basis set).

```
126
Properties=species:S:1:pos:R:3
C 3.21 -4.94 -5.67
O 3.57 -3.75 -4.92
C 2.43 -2.97 -4.62
C 2.69 -1.96 -3.52
C 3.68 -0.81 -3.95
N 3.01 -2.70 -2.30
H 2.37 -5.46 -5.24
H 4.06 -5.59 -5.71
H 2.84 -4.63 -6.67
H 2.05 -2.54 -5.56
H 1.65 -3.67 -4.29
H 1.72 -1.50 -3.31
H 3.94 -0.32 -3.02
H 3.19 -0.14 -4.64
H 4.65 -1.16 -4.36
H 3.22 -2.06 -1.52
H 3.85 -3.26 -2.45
C -1.35 2.53 -3.93
O -2.18 2.53 -2.78
C -2.20 3.75 -2.09
C -3.47 3.92 -1.29
C -3.61 2.83 -0.19
N -4.65 3.95 -2.18
H -1.76 3.19 -4.72
H -1.34 1.49 -4.24
H -0.33 2.88 -3.68
H -1.29 3.83 -1.50
H -2.15 4.57 -2.81
H -3.36 4.90 -0.76
H -2.82 2.79 0.56
H -3.60 1.86 -0.67
H -4.50 2.90 0.47
H -5.47 3.66 -1.67
H -4.57 3.28 -2.92
C 2.92 4.67 3.48
O 3.56 3.45 3.35
C 4.03 3.29 2.04
C 4.74 1.98 1.86
C 5.21 1.86 0.38
N 3.77 0.92 2.21
H 3.68 5.47 3.39
H 2.47 4.66 4.45
H 2.18 4.81 2.68
H 3.17 3.23 1.35
H 4.65 4.16 1.83
H 5.63 1.98 2.50
H 5.94 2.65 0.14
H 4.35 1.86 -0.30
H 5.79 0.95 0.22
H 3.25 1.16 3.06
H 4.19 0.00 2.35
C -2.95 -0.52 -2.24
O -2.14 -1.01 -3.27
C -2.72 -0.87 -4.54
C -1.79 -1.47 -5.52
C -2.12 -0.87 -6.96
N -1.85 -2.95 -5.53
H -3.45 0.39 -2.57
H -2.31 -0.29 -1.40
H -3.70 -1.26 -1.97
H -3.68 -1.39 -4.56
H -2.79 0.18 -4.80
H -0.79 -1.25 -5.19
H -1.67 -1.49 -7.72
H -1.93 0.18 -7.09
H -3.21 -0.93 -7.15
H -1.31 -3.20 -6.37
H -1.43 -3.39 -4.69
C -0.79 -4.46 2.21
O -1.35 -4.75 0.97
C -0.69 -4.12 -0.10
C -1.21 -4.57 -1.48
C -1.08 -6.06 -1.62
N -0.51 -3.84 -2.51
H -1.36 -4.98 2.99
H -0.86 -3.37 2.42
H 0.24 -4.77 2.26
H -0.84 -3.03 -0.05
H 0.39 -4.28 -0.07
H -2.24 -4.20 -1.52
H -1.40 -6.35 -2.64
H -1.53 -6.67 -0.84
H -0.01 -6.35 -1.51
H -0.68 -2.82 -2.47
H 0.51 -3.98 -2.54
C 0.01 2.95 3.82
O -0.24 2.10 4.91
C 0.77 2.20 5.94
C 0.27 1.54 7.18
C -0.80 2.39 7.88
N 1.43 1.29 8.10
H -0.79 2.71 3.14
H 0.98 2.85 3.35
H -0.06 4.00 4.14
H 1.74 1.77 5.64
H 1.07 3.22 6.18
H -0.22 0.61 6.92
H -1.16 1.90 8.80
H -1.69 2.60 7.29
H -0.31 3.30 8.20
H 1.96 0.49 7.81
H 1.09 0.98 9.02
C -2.82 0.45 3.16
C -3.40 0.19 4.51
C -2.67 -0.95 5.29
O -3.34 1.46 5.20
H -2.83 -0.42 2.53
H -1.77 0.79 3.25
H -3.31 1.30 2.69
H -4.47 -0.08 4.48
H -2.61 -1.81 4.60
H -3.16 -1.13 6.24
H -1.68 -0.55 5.46
H -2.41 1.76 5.12
C 0.14 0.05 0.79
C 1.01 0.06 -0.44
C 1.04 1.46 -1.09
O 2.36 -0.39 -0.08
H 0.07 -0.96 1.23
H -0.85 0.42 0.58
H 0.55 0.70 1.59
H 0.64 -0.63 -1.18
H 0.10 1.68 -1.59
H 1.82 1.61 -1.84
H 1.20 2.27 -0.35
H 2.53 0.09 0.75
```

Structure (SMILES): COC[C@H](C)N.COC[C@H](C)N.COC[C@H](C)N.COC[C@H](C)N.COC[C@H](C)N.COC[C@H](C)N.CC(C)O.CC(C)O
HOMO-LUMO gap: 9.2750 eV
Relative energy (zero: lowest compared OMol25 entry of this formula, charge and spin): 0.00 kcal/mol
Spin multiplicity: 1

***

Results for energy: -2175.75543; -2122.54228 (in Ha, following the order of the records).
Results for max |F|: 10.45; 1.96 (in eV/Å, following the order of the records).
Results for E_LUMO: 0.0236; 0.0199 (in Ha, following the order of the records).